No. 1
ORCA calculation (ωB97M-V with the def2-TZVPD basis set) on a gas-phase ion, C3H4NO (charge -1).

Results
HOMO-LUMO gap (spin up / spin down) in eV: 6.699 / 6.691
Total energy in eV: -6707.9581
Net charge: -1
HOMO (spin up / spin down) in hartree: -0.08874 / -0.08863

CARTESIAN COORDINATES (ANGSTROEM)
C  -0.88  0.11  -0.67
C  -1.68  0.55  0.25
C  0.73  -0.42  -0.14
N  1.95  0.27  0.16
O  2.74  0.49  -0.84
H  -1.68  0.30  1.29
H  -2.61  0.83  -0.10
H  0.57  -0.90  0.90
H  0.85  -1.23  -0.85

***

No. 2
ORCA calculation (ωB97M-V with the def2-TZVPD basis set) on a gas-phase ion, C3H4NO (charge +1).

Results
HOMO-LUMO gap (spin up / spin down) in eV: 7.114 / 7.115
Total energy in eV: -6701.8838
Net charge: +1
HOMO (spin up / spin down) in hartree: -0.52126 / -0.52127

CARTESIAN COORDINATES (ANGSTROEM)
C  -0.53  0.41  -1.05
C  0.24  1.57  -0.53
C  0.44  -0.34  0.88
N  -0.37  -0.58  -0.24
O  0.79  1.26  0.51
H  -1.12  0.39  -1.95
H  -0.06  -0.36  1.85
H  1.41  -0.84  0.91
H  -0.81  -1.50  -0.37

***

No. 3
ORCA calculation (ωB97M-V with the def2-TZVPD basis set) on 2 unconnected molecules or ions with the total composition C3H4NO.

Results
HOMO-LUMO gap (spin up / spin down) in eV: 9.289 / 5.821
Total energy in eV: -6696.9286
Net charge: +1
Spin multiplicity: 3
HOMO (spin up / spin down) in hartree: -0.51560 / -0.57424

CARTESIAN COORDINATES (ANGSTROEM)
C  -0.06  0.33  -0.67
C  -0.84  1.23  -1.19
C  0.08  -0.82  1.14
N  1.09  -1.28  1.53
O  2.12  -1.69  1.85
H  0.80  -0.21  -1.03
H  -1.69  1.74  -0.77
H  -0.54  1.54  -2.19
H  -0.96  -0.84  1.34

***

No. 4
ORCA calculation (ωB97M-V with the def2-TZVPD basis set) on 2 unconnected molecules or ions with the total composition C3H4NO2.

Results
HOMO-LUMO gap (spin up / spin down) in eV: 5.881 / 5.882
Total energy in eV: -8759.6797
Net charge: -1
HOMO (spin up / spin down) in hartree: -0.06383 / -0.06386

CARTESIAN COORDINATES (ANGSTROEM)
C  -0.20  0.52  -0.04
C  2.26  -0.25  0.25
C  -1.20  -0.56  0.23
N  -0.42  1.63  -0.69
O  2.18  -1.07  -0.58
O  2.75  0.41  1.09
H  -2.14  -0.16  0.77
H  -0.54  -1.12  0.94
H  -1.35  -1.12  -0.78
H  -1.32  1.72  -1.18